[1]
Computed, not measured: a molecular structure, C55H66F9O7Zn at a distorted geometry, with wB97M-V/def2-TZVPD.

Summary:
* spin multiplicity: 1
* total charge: +1
* HOMO level: -10.57 eV
* Kohn-Sham gap: 1.7 eV

```
138
Properties=species:S:1:pos:R:3:forces:R:3
Zn -0.72176 -4.92272 -3.02936 -0.198 0.442 0.370
C -0.05090 -0.66392 0.18112 -1.408 -3.930 0.301
O -0.96399 -0.51156 1.20591 -1.118 0.474 -0.044
O -0.41473 -1.77250 -0.62357 0.706 2.450 0.957
C 0.17976 0.65409 -0.52122 1.561 -0.258 -1.751
F 1.41081 0.64467 -1.11799 -0.486 -0.295 0.348
F -0.68541 0.91175 -1.47004 -0.928 -0.036 -0.539
F 0.16971 1.61126 0.34080 0.041 1.479 1.316
C -0.60694 -0.79159 2.55685 -0.730 0.383 1.773
C -1.76821 -0.47164 3.55221 -0.167 -0.198 -1.255
H -2.60589 -1.14328 3.36437 -0.065 0.039 0.123
H -1.47064 -0.55323 4.59763 0.342 -0.287 -0.195
H -2.11977 0.55250 3.42713 0.056 0.017 -0.200
H 0.17738 -0.14284 2.94680 0.714 -0.100 -0.724
H -0.35475 -1.84671 2.66286 0.270 -0.024 -0.144
H 0.86754 -0.97441 0.67927 1.103 -0.088 -0.273
F 10.32230 4.40427 0.32667 -0.089 -0.165 0.282
C 9.09934 3.87850 0.54393 -0.482 0.944 -1.270
C 8.84944 3.09570 1.61230 0.116 -1.545 2.098
C 7.60556 2.49025 1.86022 -0.616 1.234 -1.943
C 6.59326 2.77448 0.92107 0.153 1.210 -0.305
C 6.82781 3.62418 -0.20697 1.133 -1.019 1.644
C 8.09931 4.18419 -0.36534 -0.875 -0.604 -0.801
H 9.63013 2.91234 2.33569 0.295 0.044 -0.065
H 7.42415 1.86568 2.72243 0.090 0.079 0.026
H 5.54612 2.56304 1.07977 0.026 -0.761 0.184
H 6.04277 3.74819 -0.93822 0.015 0.292 0.020
H 8.30617 4.73912 -1.26847 0.229 0.261 0.109
F -1.14503 8.14355 -5.83788 0.545 -0.283 0.064
C 0.13508 7.89044 -5.46348 0.152 0.573 -0.082
C 0.43209 6.88120 -4.59714 -0.299 -0.796 0.117
C 1.75114 6.70930 -4.17826 -0.496 -0.446 0.155
C 2.76552 7.49708 -4.62808 0.319 1.405 -0.918
C 2.47373 8.53339 -5.57184 -0.128 -1.531 1.168
C 1.15443 8.69558 -5.94297 0.316 0.831 -0.703
H -0.33729 6.17311 -4.32682 -0.121 0.097 0.296
H 2.02124 5.92519 -3.48644 -0.287 -0.169 0.082
H 3.73476 7.28165 -4.20313 0.317 0.357 -0.369
H 3.21108 9.17513 -6.03105 0.193 -0.062 0.235
H 0.97550 9.48856 -6.65399 -0.498 0.009 -0.049
F -7.50070 -5.75268 5.55402 -0.158 0.199 0.435
C -8.00198 -5.03170 4.53019 1.010 -0.206 -0.144
C -8.86699 -5.66317 3.68895 -0.795 0.757 -2.552
C -9.20563 -4.98156 2.46574 -0.132 0.557 1.631
C -8.82563 -3.64189 2.26048 0.665 -1.469 0.665
C -7.94060 -3.05544 3.17872 -0.159 -0.405 0.059
C -7.46919 -3.77354 4.29075 -1.016 0.566 -0.374
H -9.25383 -6.65120 3.89031 0.151 -0.041 0.061
H -9.87884 -5.41880 1.74323 0.003 -0.321 0.085
H -9.16040 -3.14534 1.36172 0.047 0.232 0.079
H -7.63617 -2.03504 2.99842 0.196 0.079 0.182
H -6.83346 -3.33744 5.04710 0.212 0.062 -0.153
F 6.37079 -3.61141 3.27527 0.143 0.194 -0.947
C 7.00800 -3.14809 2.15688 1.287 0.217 -0.101
C 8.33736 -2.69899 2.31244 -1.435 -0.098 -0.756
C 8.98465 -2.16829 1.18284 -1.038 -0.017 -0.651
C 8.33226 -2.13284 -0.06722 -2.162 0.577 0.518
C 6.93707 -2.50188 -0.17485 3.106 0.137 0.489
C 6.35758 -3.07988 0.91785 -1.095 -0.049 1.065
H 8.74154 -2.68713 3.31389 0.257 -0.016 -0.069
H 9.92040 -1.63776 1.27928 0.254 -0.341 0.059
H 8.70126 -1.56096 -0.90578 0.617 -0.191 0.034
H 6.35243 -2.32809 -1.06614 0.211 -0.085 -0.145
H 5.31568 -3.33870 0.80016 -0.152 -0.294 0.499
F 9.00380 2.19808 -4.97352 0.286 0.404 -0.254
C 7.91609 2.69266 -5.59713 -0.280 -0.824 0.184
C 7.96418 3.74716 -6.45920 1.887 1.251 -0.355
C 6.84039 4.31712 -7.00521 -0.602 -1.323 0.607
C 5.64479 3.67628 -6.69727 -0.855 0.674 -0.726
C 5.57241 2.53373 -5.90509 0.151 0.615 -0.233
C 6.73184 2.05412 -5.34013 -0.329 -0.096 0.915
H 8.90352 4.22694 -6.69124 0.344 -0.180 0.174
H 6.92858 5.18082 -7.64759 -0.223 -0.012 0.039
H 4.75430 4.13436 -7.10173 -0.338 -0.242 0.006
H 4.63913 2.04215 -5.67331 -0.153 0.166 -0.098
H 6.69609 1.32205 -4.54691 0.099 -0.417 -0.231
F -7.40267 4.04781 -2.81146 -0.277 0.301 -0.971
C -7.01694 3.64670 -1.62153 0.934 -0.513 2.397
C -5.65374 3.40332 -1.35072 -0.204 -0.365 0.847
C -5.27891 2.94762 -0.07129 -1.716 0.147 -0.579
C -6.27651 2.72950 0.90288 2.091 0.148 -0.156
C -7.58876 3.04310 0.66709 0.062 -0.496 -0.473
C -7.96241 3.49122 -0.59300 0.040 0.119 -0.546
H -4.83953 3.50642 -2.05273 -0.374 0.245 -0.493
H -4.23988 2.72631 0.12324 0.018 0.016 0.097
H -5.91296 2.34760 1.84542 -0.357 -0.046 0.262
H -8.32145 2.80797 1.42490 -0.190 0.313 -0.014
H -9.01076 3.69406 -0.75486 -0.013 0.106 -0.370
C -1.64349 -6.77020 2.35803 0.582 -0.202 0.980
C -0.49541 -7.00208 1.40799 -2.530 -0.104 -1.758
O -0.74869 -6.86505 0.20497 0.997 0.155 1.033
C 0.78148 -7.53589 1.90023 1.594 -0.172 -0.995
H -1.39721 -7.26603 3.29697 -0.246 -0.025 0.151
H -2.58593 -7.16148 1.97487 0.190 0.142 -0.178
H -1.74784 -5.71466 2.60914 -0.037 0.107 -0.206
H 1.36465 -7.75293 1.00530 0.118 -0.030 -0.060
H 0.73050 -8.48517 2.43349 -0.389 0.311 0.387
H 1.37633 -6.79473 2.43403 -0.265 -0.048 0.470
C -0.54320 -0.32106 -6.56840 -0.881 -1.094 0.742
C -1.60197 -1.42610 -6.36481 -0.863 -1.866 -0.545
O -1.35591 -2.54376 -5.91716 0.430 1.314 -0.067
C -3.10963 -1.17148 -6.76478 2.050 0.526 0.685
H -0.06912 -0.36745 -7.54880 -0.523 0.181 -0.228
H 0.27451 -0.50097 -5.87048 -0.182 0.174 0.216
H -1.09575 0.59527 -6.36071 0.644 0.339 -0.296
H -3.20734 -0.09221 -6.64763 -0.790 -0.061 -0.237
H -3.73126 -1.74711 -6.07897 0.027 0.191 -0.081
H -3.30103 -1.49260 -7.78867 0.128 0.153 0.000
C -0.06437 5.40927 3.72820 -1.021 -0.563 0.090
C 1.20191 6.04976 4.21587 -0.125 0.460 1.284
O 1.17368 6.80379 5.17219 -0.052 -0.442 -0.568
C 2.48423 5.75433 3.51888 0.696 0.116 0.038
H -0.88697 5.58954 4.42025 0.085 0.697 -0.095
H -0.10414 4.32071 3.68877 0.877 -0.223 -0.177
H -0.32497 5.73813 2.72220 -0.002 0.206 0.003
H 2.88646 4.78575 3.81580 -0.439 -0.431 -0.332
H 3.27424 6.41642 3.87331 -0.283 0.415 -0.218
H 2.34065 5.83297 2.44125 0.269 -0.236 -0.032
C -6.76340 -4.53597 -2.28281 -0.216 1.011 0.330
C -5.47019 -3.74399 -2.06220 1.138 -1.041 -0.770
O -4.41915 -4.19016 -2.55167 -1.581 1.163 1.036
C -5.54735 -2.47050 -1.19914 0.595 -0.664 -0.976
H -6.88206 -4.86985 -3.31361 0.386 -0.297 0.194
H -7.63081 -3.91414 -2.06139 0.003 0.128 0.006
H -6.81864 -5.34214 -1.55128 0.234 -0.279 -0.239
H -6.52774 -2.00667 -1.30775 0.117 -0.060 0.354
H -4.76703 -1.78013 -1.51943 -0.039 0.006 -0.088
H -5.29224 -2.74467 -0.17549 -0.396 -0.014 0.147
C -2.54309 -4.54635 9.10737 0.528 -1.159 -1.045
C -2.05218 -5.56561 8.02793 2.038 1.081 -0.253
O -1.00317 -5.32004 7.40891 -2.361 -0.725 0.932
C -2.81034 -6.88149 7.88457 0.170 0.178 0.283
H -2.19973 -4.89905 10.07990 -0.177 -0.235 0.097
H -3.63279 -4.53301 9.08557 0.076 0.417 0.183
H -2.03467 -3.59546 8.94791 -0.402 0.012 -0.187
H -2.17037 -7.67405 8.27236 0.118 0.032 0.185
H -3.02223 -7.19151 6.86130 0.003 0.438 -0.083
H -3.72403 -6.86976 8.47883 -0.011 -0.036 -0.148
```
Forces are in eV/Å.



[2]
Computed, not measured: 9 unconnected molecules or ions with the total composition C28H55NO24 at a distorted geometry, with wB97M-V/def2-TZVPD.

Summary:
* spin multiplicity: 1
* total charge: 0
* SMILES: COC(=O)OC.COC(=O)OC.COC(=O)OC.COC(=O)OC.COC(=O)OC.COC(=O)OC.COC(=O)OC.COC(=O)OC.CCCC#N
* HOMO level: -9.35 eV
* Kohn-Sham gap: 9.9 eV

```
108
Properties=species:S:1:pos:R:3:forces:R:3
C -1.04430 -0.53759 -3.25420 -0.357 1.126 -2.694
O -0.89736 -1.28156 -2.12802 1.280 -0.232 3.339
C -1.90017 -1.89909 -1.66617 -9.109 -3.136 -1.180
O -3.09490 -2.07878 -2.33890 6.831 1.136 3.863
O -1.71944 -2.37738 -0.38914 1.264 1.601 -2.198
C -2.65964 -3.15755 0.30512 0.160 -1.373 1.420
H -1.97288 -0.00955 -3.44648 -0.297 0.023 0.990
H -1.01497 -1.27003 -4.01189 0.394 -0.475 -1.696
H -0.22823 0.15713 -3.30405 0.470 0.177 -0.090
H -3.62477 -2.65556 0.52644 0.740 -0.264 -0.360
H -2.11882 -3.50581 1.23082 -0.700 1.207 -0.460
H -2.77154 -4.14853 -0.10895 -0.646 0.007 -1.085
C 2.84967 -1.26817 -2.55413 -2.883 -0.101 0.921
O 2.86715 0.00652 -1.88969 1.207 4.106 -1.420
C 2.74782 1.15516 -2.65257 -4.771 1.453 -5.305
O 2.06977 1.21259 -3.88164 4.617 -0.730 7.305
O 3.07951 2.38716 -2.03001 -0.572 -3.949 -0.310
C 3.00549 3.62423 -2.75217 2.552 -1.622 -0.997
H 3.75659 -1.79205 -2.38060 0.714 -0.358 0.528
H 2.68137 -1.18863 -3.60800 -0.193 0.349 -0.562
H 1.92648 -1.72706 -2.05886 1.488 -0.014 -0.888
H 2.10534 4.09820 -2.85879 -2.861 0.305 -0.056
H 3.46594 3.51049 -3.72867 -0.138 -0.157 -0.193
H 3.62438 4.27745 -2.20399 0.840 0.663 0.861
C -2.35222 -8.89461 1.36111 -2.057 1.945 -1.332
O -1.17791 -8.37587 1.88762 3.180 3.449 0.889
C -1.11283 -7.00758 2.13841 -3.808 4.976 0.755
O -2.06070 -6.03836 1.95388 4.800 -6.262 0.256
O 0.01865 -6.62182 2.79708 0.260 -3.287 -1.167
C 0.19166 -5.28474 3.27213 -0.614 0.494 -3.959
H -2.28487 -9.84012 0.81300 0.869 0.560 -0.130
H -2.83147 -8.03104 0.79182 0.204 -1.568 0.334
H -2.92633 -9.09116 2.21658 -1.449 -0.390 0.996
H 0.20172 -4.63344 2.37169 -0.303 -0.275 0.648
H 1.06638 -5.00690 3.78791 1.303 -1.118 0.864
H -0.66940 -5.11444 3.77399 -2.403 1.301 1.875
C -4.91785 4.02253 -2.02021 0.677 -0.455 -1.969
O -3.52970 4.15555 -1.51429 -0.398 0.491 0.080
C -2.53285 3.35948 -1.86553 -0.645 -5.983 -5.636
O -2.67755 2.34016 -2.80345 0.941 5.858 5.579
O -1.37289 3.65322 -1.26738 -1.830 1.000 -0.281
C -0.24748 2.79313 -1.34515 0.760 -0.365 2.777
H -5.03160 3.96765 -3.13795 1.037 -0.822 0.945
H -5.50306 4.90875 -1.91035 0.458 1.112 1.256
H -5.45144 3.22352 -1.53793 0.269 -0.530 0.151
H 0.21174 2.66837 -2.26934 0.276 0.201 -2.073
H -0.50273 1.81881 -0.96549 -0.220 -0.402 0.060
H 0.54540 3.17411 -0.61715 -1.364 -0.200 -0.939
C -0.82989 2.15917 2.72677 -0.292 0.021 2.015
O -0.14899 3.27103 2.13487 0.296 -0.422 -1.148
C 0.25009 4.25998 2.86752 -3.421 0.958 8.258
O -0.22246 4.44765 4.16517 3.161 -0.884 -7.193
O 1.04624 5.07179 2.22729 -0.009 -0.849 -1.167
C 1.93638 5.93293 2.90129 -2.077 1.009 2.059
H -1.59592 2.51685 3.45754 0.623 -0.303 -0.771
H -0.12770 1.49563 3.24045 0.261 0.606 0.317
H -1.20525 1.48257 1.99583 -0.550 0.318 -1.180
H 1.47527 6.22682 3.87288 0.367 -0.095 -0.708
H 2.09177 6.77695 2.28344 0.015 0.850 -0.613
H 2.85515 5.48387 3.08196 1.612 -1.160 0.203
C 0.56602 -1.68049 4.80665 4.047 -1.809 2.602
O -0.33914 -0.90911 4.23987 -4.926 2.530 -3.650
C -1.44035 -1.43035 3.64119 3.033 -9.155 0.062
O -1.51267 -2.79392 3.36488 0.555 7.747 1.636
O -2.36526 -0.60083 3.44591 2.464 1.997 0.532
C -3.56344 -1.10002 3.11912 -4.392 -0.109 -1.542
H 1.38517 -0.97598 5.08063 0.064 -0.640 -0.851
H 0.95862 -2.58094 4.22848 -0.804 1.226 0.793
H 0.23030 -1.85823 5.83165 -0.183 -1.260 -0.092
H -4.24910 -0.68385 3.81522 -0.759 0.234 0.912
H -3.70834 -2.16151 3.10335 0.683 -0.521 0.054
H -3.92090 -0.68290 2.18054 0.392 -0.089 -0.398
C 2.87552 2.09943 1.15332 -2.989 0.004 -0.329
O 2.68301 0.74961 1.80286 -1.019 -0.461 -1.342
C 1.79225 -0.11449 1.21151 -4.664 4.748 -4.435
O 0.77610 0.40999 0.38283 5.833 -3.604 4.829
O 2.00866 -1.37527 1.49057 1.084 2.155 1.152
C 1.34570 -2.46049 0.91477 -1.019 -0.922 -0.518
H 1.97315 2.80826 1.08271 0.668 -1.701 0.791
H 3.10937 2.01699 0.11660 0.706 -0.674 -0.435
H 3.58481 2.64517 1.70325 1.218 -0.003 0.875
H 0.52387 -2.84536 1.55727 1.002 0.064 0.054
H 2.13200 -3.14929 0.59175 -0.314 -0.248 0.657
H 0.82219 -2.20691 0.03072 -0.482 0.815 -1.036
C 1.13769 -4.01949 -4.76046 -0.207 -1.956 -2.784
O 1.64108 -4.19952 -3.44754 -0.348 -0.383 1.131
C 0.83343 -4.55012 -2.46708 -8.414 -1.807 -0.957
O -0.54979 -4.79961 -2.60419 8.269 1.652 0.486
O 1.42931 -4.73980 -1.31117 1.369 1.817 -1.350
C 0.67156 -5.43866 -0.37272 1.460 -2.527 -0.262
H 1.84173 -4.53778 -5.47665 -0.052 0.848 1.060
H 1.10550 -2.98218 -4.99582 -0.083 0.815 -0.028
H 0.19443 -4.52439 -5.13731 0.558 0.659 1.804
H 0.47233 -6.33788 -0.90810 -1.072 -0.965 0.133
H -0.17157 -4.98259 -0.02295 -2.330 1.497 0.477
H 1.27508 -5.74992 0.46030 0.778 0.394 0.281
C -0.25620 7.01551 -2.28518 1.200 0.967 -0.154
C 1.23109 6.79821 -1.98458 -0.589 -2.868 -1.455
C 1.46139 6.11905 -0.57784 1.292 0.259 -2.120
C 2.87243 6.10863 -0.27313 -3.215 0.729 -0.322
N 3.95674 6.08831 0.00510 3.967 -0.198 0.855
H -0.45190 7.04670 -3.31690 0.191 0.909 -1.676
H -0.83726 7.78028 -1.79485 0.603 0.881 0.315
H -0.83882 6.21129 -2.10369 -1.453 -3.316 1.297
H 1.74105 7.70299 -2.12036 0.856 1.557 0.841
H 1.74795 6.23230 -2.86686 -1.208 0.333 1.616
H 1.20348 5.11459 -0.27191 -0.984 -0.472 -1.117
H 0.91190 6.72250 0.05674 -0.747 1.332 1.823
```
Forces are in eV/Å.